Density functional theory data (ωB97M-V with the def2-TZVPD basis set) for the molecule C4H5ClS2.

XYZ file:
```
12
Properties=species:S:1:pos:R:3:forces:R:3
C -0.901071 -1.734951 -0.319426 0.594 -0.190 -2.592
S -1.342871 -0.052056 -0.826559 -0.792 -0.042 0.045
C -0.061307 0.818181 -0.005440 1.563 -1.043 -1.104
C 1.304195 0.464138 -0.577984 -0.091 0.328 -0.441
S 2.565458 -0.282446 0.103371 -0.700 0.223 0.134
C -0.300832 1.714717 0.914665 0.317 1.089 1.703
Cl 1.017546 2.633879 1.652770 -0.644 -0.259 -0.311
H -0.225492 -2.162812 -1.119175 -0.699 0.216 1.195
H -1.750408 -2.361263 -0.162591 -0.867 -0.221 -0.353
H -0.447932 -1.676577 0.609295 1.294 0.091 1.688
H 1.405159 0.697943 -1.659445 -0.358 -0.024 0.627
H -1.262444 1.941246 1.390519 0.384 -0.168 -0.592
```
Positions in Å, forces in eV/Å.

Summary:
HOMO level in eV: -8.911
Energy in eV: -38420.310
Energy above the lowest of the compared OMol25 structures with the same formula, charge and spin in kJ/mol: 113.6
Max |F| in eV Å⁻¹: 2.67
SMILES: CS/C(C=S)=C/Cl
Multiplicity: 1